Record 1
DFT (ωB97M-V/def2-TZVPD) results for C40H41AlN5O2STe2 as an isolated structure.

```
92
Properties=species:S:1:pos:R:3:lowdin_charge:R:1
Al 0.239 -0.739 1.009 -0.33
N -5.064 3.245 3.165 0.10
C -3.912 2.502 3.429 -0.31
C -3.334 1.728 2.425 0.00
C -2.193 0.993 2.676 -0.05
C -1.608 1.031 3.937 -0.30
C -2.190 1.778 4.954 -0.06
C -3.341 2.500 4.704 -0.03
S -0.118 0.195 4.358 0.60
O 0.625 1.080 5.212 -0.30
O -0.432 -1.119 4.854 -0.34
N 0.571 0.072 2.868 -0.09
C 1.905 -0.149 2.735 -0.41
N 2.861 0.067 3.650 0.16
C 4.094 -0.234 3.283 -0.11
C 4.440 -0.746 2.034 -0.04
C 3.405 -0.939 1.151 -0.08
N 2.159 -0.642 1.486 0.08
H -5.207 3.463 2.192 0.08
H -5.212 4.038 3.766 0.08
H -3.759 1.731 1.426 0.10
H -1.745 0.426 1.868 0.06
H -1.721 1.810 5.929 0.11
H -3.796 3.086 5.495 0.11
H 4.860 -0.057 4.033 0.11
H 5.458 -0.986 1.771 0.10
H 3.552 -1.336 0.156 0.11
Te 0.578 -1.010 -1.837 1.54
C 1.664 -2.184 -3.380 -0.47
C 1.775 -1.566 -4.629 -0.16
C 2.426 -2.186 -5.687 -0.10
C 2.973 -3.456 -5.520 -0.11
C 2.849 -4.094 -4.295 -0.10
C 2.198 -3.459 -3.239 -0.14
C 2.235 0.320 -2.011 -0.46
C 2.051 1.697 -2.030 -0.11
C 3.137 2.541 -2.252 -0.09
C 4.413 2.025 -2.424 -0.10
C 4.606 0.651 -2.380 -0.09
C 3.522 -0.192 -2.185 -0.16
H 1.347 -0.578 -4.775 0.09
H 2.508 -1.682 -6.643 0.09
H 3.491 -3.941 -6.339 0.09
H 3.263 -5.086 -4.157 0.09
H 2.121 -3.967 -2.290 0.07
H 1.054 2.103 -1.889 0.10
H 2.987 3.610 -2.293 0.10
H 5.251 2.690 -2.597 0.09
H 5.597 0.232 -2.513 0.10
H 3.679 -1.264 -2.194 0.09
C 1.202 4.378 0.422 -0.08
C 0.516 3.143 1.021 -0.37
C 0.384 3.367 2.530 -0.05
C -0.830 2.880 0.365 -0.14
C -1.711 3.955 0.319 -0.06
C -2.972 3.852 -0.246 -0.12
C -3.343 2.624 -0.761 -0.11
C -2.515 1.501 -0.724 -0.16
C -3.161 0.244 -1.313 -0.37
C -2.901 -1.088 -0.611 -0.10
C -2.900 0.134 -2.820 -0.08
C -1.203 1.591 -0.159 -0.29
N -0.400 0.482 -0.055 -0.18
H 2.259 4.412 0.701 0.08
H 0.731 5.294 0.791 0.07
H 1.126 4.391 -0.664 0.07
H 1.138 2.265 0.844 0.11
H -0.186 4.281 2.727 0.08
H 1.365 3.468 3.004 0.09
H -0.135 2.548 3.012 0.03
H -1.402 4.905 0.745 0.10
H -3.646 4.700 -0.275 0.09
H -4.331 2.517 -1.204 0.11
H -4.236 0.422 -1.207 0.12
H -1.873 -1.424 -0.722 -0.03
H -3.553 -1.854 -1.044 0.08
H -3.113 -1.033 0.461 0.06
H -1.843 -0.040 -3.021 0.00
H -3.195 1.055 -3.329 0.07
H -3.471 -0.698 -3.249 0.07
Te -0.688 -2.944 2.036 1.06
C -0.864 -4.447 0.545 -0.62
C 0.149 -4.813 -0.340 -0.16
C 0.001 -5.933 -1.153 -0.10
C -1.154 -6.701 -1.100 -0.11
C -2.173 -6.335 -0.235 -0.11
C -2.027 -5.218 0.577 -0.18
H 1.061 -4.231 -0.379 0.07
H 0.796 -6.219 -1.831 0.09
H -1.254 -7.581 -1.725 0.09
H -3.084 -6.919 -0.187 0.10
H -2.831 -4.936 1.249 0.08
```

The calculation puts the LUMO energy at 0.083 Eh. The value obtained for the frontier orbital gap is 6.5 eV. The calculation puts the HOMO energy at -4.20 eV. Its total charge is -1.

=====

Record 2
DFT (ωB97M-V/def2-TZVPD) results for C40H41BCdFN13O9 as an isolated structure at a distorted geometry.

```
106
Properties=species:S:1:pos:R:3:mulliken_spin:R:1
Cd -1.084 0.945 1.878 0.00
C -1.771 -2.900 1.511 0.00
C -2.058 -2.221 2.810 0.00
C -2.797 -2.725 3.886 0.00
C -2.760 -1.728 4.832 0.00
N -2.044 -0.702 4.342 0.00
N -1.607 -1.003 3.094 0.00
B -1.772 0.625 5.087 0.00
N -2.719 1.739 4.516 0.00
C -3.441 2.729 5.066 0.00
C -4.052 3.450 4.065 0.00
C -3.621 2.849 2.880 0.00
C -3.975 3.196 1.472 0.01
N -2.806 1.833 3.162 0.00
N -0.312 1.154 4.901 0.00
C 0.461 1.607 5.895 0.00
C 1.567 2.221 5.352 0.00
C 1.393 2.109 3.973 0.00
C 2.327 2.615 2.925 0.00
N 0.258 1.461 3.699 0.00
N -2.003 0.324 6.564 0.00
C -2.964 0.667 7.457 0.00
C -2.699 0.024 8.639 0.00
C -1.530 -0.720 8.382 0.00
C -0.784 -1.626 9.309 0.00
N -1.124 -0.543 7.138 0.00
H -1.866 -3.979 1.633 0.00
H -2.482 -2.593 0.739 0.00
H -0.768 -2.669 1.160 0.00
H -3.280 -3.684 3.959 0.00
H -3.179 -1.687 5.823 0.00
H -3.476 2.883 6.127 0.00
H -4.715 4.290 4.175 0.00
H -5.023 3.487 1.407 0.00
H -3.383 4.035 1.107 0.00
H -3.812 2.348 0.808 0.00
H 0.176 1.458 6.921 0.00
H 2.387 2.683 5.872 0.00
H 3.141 3.156 3.406 0.00
H 2.755 1.798 2.343 0.00
H 1.827 3.289 2.233 0.00
H -3.797 1.292 7.200 0.00
H -3.267 0.076 9.552 0.00
H -1.235 -1.622 10.300 0.00
H -0.787 -2.651 8.937 0.00
H 0.256 -1.314 9.405 0.00
F 4.446 -0.887 -1.248 0.00
C 3.451 -0.224 -1.872 0.00
C 2.596 0.536 -1.130 0.01
C 1.574 1.237 -1.771 0.07
C 0.662 2.062 -0.998 0.02
O 0.769 2.244 0.228 0.19
C -0.390 2.668 -1.721 -0.10
C -0.474 2.567 -3.073 0.01
N 0.379 1.821 -3.798 0.00
C 0.229 1.758 -5.237 0.00
C -0.171 0.451 -5.860 0.00
C -1.147 1.587 -5.800 0.00
C 1.433 1.156 -3.163 0.00
C 2.328 0.372 -3.897 0.00
C 3.331 -0.335 -3.265 0.00
N 4.153 -1.184 -4.050 0.00
C 4.705 -2.391 -3.461 0.00
C 4.993 -3.384 -4.566 0.00
N 5.980 -2.753 -5.520 0.00
C 5.424 -1.476 -6.096 0.00
C 5.087 -0.538 -4.952 0.00
C -1.406 3.368 -0.930 0.01
O -2.371 3.956 -1.345 0.04
O -1.200 3.183 0.379 0.75
H 2.693 0.592 -0.054 0.00
H -1.282 3.055 -3.604 0.01
H 0.923 2.391 -5.776 0.00
H -0.344 -0.382 -5.192 0.00
H 0.272 0.195 -6.813 0.00
H -1.968 1.489 -5.103 0.00
H -1.384 2.124 -6.706 0.00
H 2.194 0.247 -4.961 0.00
H 3.981 -2.844 -2.787 0.00
H 5.622 -2.199 -2.885 0.00
H 4.097 -3.601 -5.144 0.00
H 5.432 -4.308 -4.194 0.00
H 6.241 -3.404 -6.261 0.00
H 6.835 -2.533 -5.002 0.00
H 4.530 -1.757 -6.649 0.00
H 6.167 -1.060 -6.773 0.00
H 4.650 0.367 -5.369 0.00
H 6.013 -0.242 -4.431 0.00
O -2.306 0.385 -0.161 0.00
C -1.335 -0.322 -0.499 0.01
O -0.300 -0.476 0.200 0.00
C -1.399 -1.017 -1.837 0.00
C -0.306 -1.730 -2.314 0.00
C -0.416 -2.370 -3.536 0.00
C -1.559 -2.335 -4.311 0.00
C -2.613 -1.602 -3.806 0.00
C -2.566 -0.946 -2.591 0.00
N -3.850 -1.515 -4.621 0.00
O -4.750 -0.833 -4.190 0.00
O -3.862 -2.124 -5.670 0.00
N 0.736 -3.137 -4.053 0.00
O 0.539 -3.930 -4.943 0.00
O 1.827 -2.915 -3.554 0.00
H 0.597 -1.793 -1.726 0.00
H -1.634 -2.858 -5.252 0.00
H -3.411 -0.377 -2.230 0.00
```

The calculation puts the LUMO energy (spin up / spin down) at -0.123 / -0.140 Eh. The multiplicity is 2. The value obtained for the frontier orbital gap (spin up / spin down) is 6.7 / 6.2 eV. The calculation puts the HOMO energy (spin up / spin down) at -10.04 / -10.04 eV. The expectation value of S² is 0.76. Its total charge is +1.

=====

Record 3
DFT (ωB97M-V/def2-TZVPD) results for C40H41MnNP2 as an isolated structure.

```
85
Properties=species:S:1:pos:R:3:mulliken_spin:R:1
Mn -0.351 -0.094 0.758 4.38
C 0.561 -0.615 2.833 -0.13
C -0.599 -1.375 2.753 0.08
C -1.693 -0.470 2.546 -0.20
C -1.195 0.873 2.727 0.09
C 0.182 0.798 2.832 -0.08
C 1.109 1.932 3.124 0.01
C -2.024 2.093 2.984 0.01
C -3.142 -0.835 2.494 0.01
C -0.667 -2.857 2.962 -0.01
C 1.945 -1.116 3.076 0.00
H 2.098 1.773 2.693 0.00
H 1.239 2.039 4.205 0.00
H 0.718 2.880 2.754 0.00
H -2.003 2.311 4.055 0.00
H -3.066 1.949 2.702 0.00
H -1.661 2.978 2.466 0.00
H -3.291 -1.856 2.147 0.00
H -3.708 -0.173 1.837 0.00
H -3.587 -0.756 3.490 -0.01
H -0.446 -3.074 4.010 0.00
H 0.057 -3.409 2.363 0.00
H -1.650 -3.270 2.741 0.00
H 2.183 -1.038 4.140 -0.01
H 2.691 -0.539 2.528 0.00
H 2.057 -2.161 2.793 0.00
C 1.477 -2.465 -0.319 0.02
P -0.343 -2.250 -0.574 -0.09
C -1.183 -3.770 -0.099 0.01
C -2.568 -3.731 0.052 0.01
C -3.264 -4.874 0.414 0.00
C -2.576 -6.061 0.634 0.00
C -1.198 -6.108 0.478 0.00
C -0.502 -4.965 0.105 0.00
C -0.482 -2.221 -2.390 -0.01
C 0.056 -1.150 -3.103 -0.01
C 0.028 -1.148 -4.490 0.00
C -0.546 -2.208 -5.177 0.00
C -1.086 -3.276 -4.475 0.00
C -1.051 -3.289 -3.088 0.00
C 2.062 -1.104 -0.583 0.01
C 3.147 -0.652 -1.286 0.03
C 3.054 0.774 -1.338 0.02
C 1.914 1.129 -0.664 0.00
C 1.180 2.424 -0.445 0.02
P -0.609 2.043 -0.633 0.01
C -0.894 1.983 -2.430 0.01
C -2.160 1.604 -2.873 0.00
C -2.457 1.580 -4.226 0.00
C -1.483 1.931 -5.153 0.00
C -0.216 2.293 -4.721 0.00
C 0.083 2.313 -3.364 0.00
C -1.530 3.517 -0.111 -0.02
C -2.893 3.396 0.154 0.01
C -3.644 4.506 0.508 0.00
C -3.033 5.748 0.617 0.00
C -1.675 5.878 0.364 0.00
C -0.927 4.768 -0.007 0.00
N 1.315 -0.014 -0.187 -0.19
H 1.857 -3.206 -1.024 0.00
H 1.668 -2.822 0.695 0.00
H -3.110 -2.806 -0.118 -0.01
H -4.340 -4.841 0.526 0.00
H -3.117 -6.953 0.923 0.00
H -0.664 -7.035 0.641 0.00
H 0.573 -5.015 -0.023 0.00
H 0.524 -0.322 -2.585 0.02
H 0.456 -0.316 -5.029 0.00
H -0.569 -2.202 -6.259 0.00
H -1.530 -4.107 -5.007 0.00
H -1.475 -4.133 -2.560 0.00
H 3.907 -1.263 -1.748 0.00
H 3.740 1.446 -1.831 0.00
H 1.498 3.196 -1.145 0.00
H 1.323 2.824 0.562 0.00
H -2.930 1.326 -2.161 0.00
H -3.444 1.288 -4.558 0.00
H -1.712 1.917 -6.211 0.00
H 0.549 2.561 -5.439 0.00
H 1.084 2.574 -3.053 0.00
H -3.372 2.424 0.102 -0.01
H -4.702 4.402 0.708 0.00
H -3.614 6.616 0.901 0.00
H -1.198 6.846 0.448 0.00
H 0.129 4.892 -0.214 0.00
```

The calculation puts the LUMO energy (spin up / spin down) at -0.142 / -0.099 Eh. The multiplicity is 5. The value obtained for the frontier orbital gap (spin up / spin down) is 6.1 / 7.6 eV. The calculation puts the HOMO energy (spin up / spin down) at -9.98 / -10.34 eV. The expectation value of S² is 6.24. Its total charge is +1.

=====

| no. | molecular weight (g mol⁻¹) |
| --- | --- |
| 1 | 938.1 |
| 2 | 990.1 |
| 3 | 652.7 |